[1]
Formula: C36H50BrN3O7S4SbSi3Ti
Source: OMol25
Level of theory: ωB97M-V/def2-TZVPD

The geometry in XYZ format:
```
106
C36H50BrN3O7S4SbSi3Ti (ωB97M-V/def2-TZVPD)
Ti -0.7164 -0.8846 1.4840
O -0.2794 2.0078 7.9583
C -0.3449 1.5274 6.8592
S 0.8679 1.7730 5.5915
C 0.0923 0.7720 4.3802
C -1.0867 0.1945 4.6779
S -2.1474 -0.7202 3.6550
S -1.6783 0.4994 6.3032
S 0.8960 0.6207 2.8106
C 2.8892 -0.2251 -0.2853
Sb 0.8586 0.5051 -0.4284
C 2.1271 -0.6168 3.0369
C 1.6776 -1.9334 2.9431
C 2.5623 -3.0553 3.1195
C 2.0759 -4.3128 3.2574
C 0.6823 -4.5448 3.2053
C -0.1113 -3.4797 2.8977
N 0.3548 -2.2248 2.6979
Si 3.7986 -0.0756 3.6254
C 3.9664 1.7731 3.3295
C 5.2382 -0.8844 2.6934
C 4.0689 -0.4514 5.4585
C 0.5632 0.2087 -2.6602
C -0.8568 -0.2341 -2.8871
C -1.6818 0.3421 -3.8624
C -2.9528 -0.1551 -4.0753
C -3.3937 -1.2273 -3.3154
C -2.5215 -1.7409 -2.3717
N -1.2990 -1.2660 -2.1645
Si 1.6543 -1.0895 -3.5324
C 3.2861 -0.3862 -4.1827
C 2.1063 -2.6009 -2.5103
C 0.7211 -1.7115 -5.0561
Si 0.9128 2.0016 -3.2444
C -0.3710 3.2277 -2.6144
C 2.5908 2.6291 -2.6573
C 0.9370 2.1849 -5.1441
H 3.3562 0.2894 0.5526
H 3.4305 0.0275 -1.1950
H 2.9406 -1.2980 -0.1106
H 3.6251 -2.8759 3.1568
H 2.7606 -5.1388 3.4097
H 0.2544 -5.5234 3.3618
H -1.1870 -3.5913 2.7900
H 3.8894 2.0031 2.2667
H 4.9416 2.1115 3.6824
H 3.2064 2.3608 3.8408
H 5.0385 -0.9886 1.6285
H 5.5042 -1.8645 3.0885
H 6.1190 -0.2489 2.8109
H 3.7836 0.3899 6.0902
H 5.1148 -0.6878 5.6584
H 3.4665 -1.3074 5.7652
H -1.3301 1.1652 -4.4617
H -3.5934 0.2951 -4.8242
H -4.3825 -1.6475 -3.4377
H -2.8128 -2.5617 -1.7274
H 3.9705 -0.1153 -3.3809
H 3.1715 0.4779 -4.8295
H 3.7655 -1.1757 -4.7653
H 3.1888 -2.7260 -2.4758
H 1.6720 -3.4967 -2.9540
H 1.7412 -2.5325 -1.4911
H 0.3695 -0.9102 -5.7034
H -0.1530 -2.2923 -4.7601
H 1.3744 -2.3611 -5.6417
H -0.5177 3.1505 -1.5372
H -1.3328 3.1091 -3.1061
H -0.0128 4.2390 -2.8198
H 2.6623 2.6588 -1.5725
H 2.7038 3.6514 -3.0240
H 3.4246 2.0477 -3.0346
H -0.0070 2.5695 -5.5290
H 1.1433 1.2535 -5.6643
H 1.7142 2.8946 -5.4299
Br -7.8027 1.2369 -2.1530
C -5.9742 1.4833 -1.6960
C -5.2645 2.5140 -2.2956
C -3.9299 2.6876 -1.9741
C -3.3080 1.8390 -1.0698
C -4.0369 0.8227 -0.4700
C -5.3834 0.6398 -0.7798
C -3.4184 -0.0938 0.5516
O -4.0664 -0.9117 1.1672
O -2.1307 0.1107 0.7154
H -5.7567 3.1711 -2.9995
H -3.3696 3.4908 -2.4291
H -2.2655 1.9672 -0.8160
H -5.9303 -0.1636 -0.3050
N -4.3749 3.1771 2.7507
C -2.9656 2.8107 2.8885
C -2.1399 3.3917 1.7614
O -2.7630 4.3550 1.0666
O -1.0222 3.0273 1.4998
H -4.8417 3.1483 3.6474
H -4.8482 2.5012 2.1581
H -3.6525 4.4242 1.4736
H -2.7818 1.7359 2.9174
H -2.5627 3.2306 3.8153
C -0.2082 -4.6182 -0.7222
O 0.1220 -3.3431 -0.1689
C -0.9227 -2.5994 0.2399
O -2.0615 -3.0211 0.1947
H -0.8151 -4.5024 -1.6215
H -0.7567 -5.2223 0.0021
H 0.7413 -5.0872 -0.9681
```

Results
Total charge = -1
Maximum force = 0.017 hartree/bohr
Energy = -8218.011833 a.u.
E_HOMO = -4.35 eV

Mulliken atomic charge list, values in e, 4 entries: atom 1 (Ti): -1.117, atom 2 (O): -0.611, atom 3 (C): 0.598, atom 4 (S): -0.167

[2]
Formula: C36H50F4N11O11S4
Source: OMol25
Level of theory: ωB97M-V/def2-TZVPD

The geometry in XYZ format:
```
116
C36H50F4N11O11S4 (ωB97M-V/def2-TZVPD)
C -1.6543 -3.5000 -12.2919
C -0.3555 -3.5804 -11.3966
N 0.8902 -3.5741 -12.1814
C 1.8868 -4.4607 -11.9969
C 2.9299 -4.1376 -12.8283
N 2.5933 -3.0247 -13.5778
C 1.2968 -2.7180 -13.1358
C 3.3424 -2.5561 -14.7539
H -2.2992 -3.0100 -11.5624
H -1.9537 -4.5242 -12.5143
H -1.6667 -2.8937 -13.1976
H -0.4438 -4.4446 -10.7382
H -0.3001 -2.8711 -10.5708
H 1.9662 -5.3094 -11.3338
H 3.8393 -4.7068 -12.9525
H 0.6696 -1.9380 -13.5415
H 4.1737 -1.8836 -14.5421
H 2.5739 -2.1375 -15.4037
H 3.8011 -3.4456 -15.1859
C 5.6136 0.4741 -15.2118
C 5.7976 0.6732 -13.7181
N 7.1662 1.0457 -13.3202
C 7.7002 2.3446 -13.2624
C 9.0341 2.2910 -12.7769
N 9.3770 0.9056 -12.7430
C 8.2386 0.2252 -13.0543
C 10.6826 0.3695 -12.4962
H 4.5609 0.4792 -15.4947
H 6.1362 -0.4092 -15.5786
H 6.1838 1.2330 -15.7476
H 5.4507 -0.2408 -13.2361
H 5.1817 1.5412 -13.4827
H 7.0947 3.1798 -13.5822
H 9.8191 3.0261 -12.6780
H 8.1959 -0.8452 -13.1913
H 10.7580 0.0341 -11.4618
H 11.4397 1.1496 -12.5763
H 11.0315 -0.3124 -13.2716
C 3.4082 -11.9812 -11.3185
N 3.9933 -10.6298 -11.0658
C 3.2031 -9.5384 -11.1954
C 3.7618 -8.3192 -10.9732
C 5.1276 -8.1288 -10.7080
C 5.8948 -9.3024 -10.7146
C 5.3457 -10.5589 -10.8094
C 5.7387 -6.7602 -10.4891
C 6.7860 -6.3453 -11.2592
C 7.3412 -5.0622 -11.1428
N 6.8739 -4.2747 -10.1492
C 5.8147 -4.5658 -9.3422
C 5.1929 -5.7950 -9.5945
C 7.5057 -2.9191 -10.0994
H 3.0828 -12.2642 -10.3174
H 4.1572 -12.6761 -11.6982
H 2.5811 -11.8827 -12.0216
H 2.1760 -9.7499 -11.4537
H 3.0219 -7.5423 -11.0973
H 6.8977 -9.2517 -10.3169
H 5.8270 -11.4984 -10.5809
H 7.2703 -6.9591 -12.0042
H 8.2094 -4.7770 -11.7184
H 5.4228 -3.7826 -8.7103
H 4.3340 -6.1764 -9.0624
H 6.6972 -2.2192 -10.3102
H 8.1823 -2.7556 -10.9382
H 7.9624 -2.9243 -9.1097
C 8.4916 0.1820 -17.3570
N 8.3267 -0.0104 -18.8049
C 9.0886 0.6796 -19.6828
C 8.7636 0.6533 -20.9981
C 7.7492 -0.2444 -21.4661
C 7.0403 -1.0208 -20.5314
C 7.2830 -0.7729 -19.1842
C 7.3967 -0.4322 -22.9078
C 6.1480 -0.8000 -23.3204
C 5.9313 -0.9489 -24.6776
N 6.8753 -0.8183 -25.5811
C 8.1003 -0.4075 -25.2024
C 8.3700 -0.1698 -23.8836
C 6.6721 -1.2261 -27.0501
H 8.0023 1.1344 -17.1534
H 9.5525 0.1740 -17.1070
H 8.0701 -0.6486 -16.7907
H 9.8061 1.2884 -19.1528
H 9.4258 1.1864 -21.6641
H 6.3266 -1.8017 -20.7489
H 6.8189 -1.3705 -18.4135
H 5.3615 -0.9795 -22.6023
H 5.1233 -1.5487 -25.0696
H 8.9420 -0.4934 -25.8736
H 9.4024 0.1015 -23.7195
H 7.5565 -0.9392 -27.6190
H 5.7331 -0.8417 -27.4485
H 6.5532 -2.3095 -27.0394
N 6.4894 -7.4546 -15.4628
S 6.4422 -8.9846 -15.1862
O 6.3378 -9.8293 -16.3704
O 6.0275 -9.4455 -13.8167
F 8.0459 -8.9301 -15.0394
S 4.7942 -7.4257 -15.2129
O 4.2771 -7.2839 -13.8683
O 3.8988 -8.0612 -16.1424
F 4.6537 -5.9736 -15.8882
N 9.9296 -4.8366 -14.6998
S 10.7208 -5.6702 -13.6708
O 10.2449 -5.6727 -12.2962
O 12.1733 -5.8676 -13.8960
F 10.1354 -7.0565 -14.1850
S 10.4531 -3.2669 -14.0836
O 11.7869 -2.7456 -14.3907
O 9.7032 -2.7145 -12.9286
F 9.6771 -2.5556 -15.2724
N 6.4073 -3.2421 -14.1082
O 6.0089 -2.5938 -13.1472
O 6.3177 -4.4728 -14.0224
O 6.9972 -2.7332 -15.0368
```

Results
Total charge = +3
Maximum force = 0.160 hartree/bohr
Energy = -4822.703269 a.u.
E_HOMO = -13.29 eV

Mulliken atomic charge list, values in e, 4 entries: atom 1 (C): -1.038, atom 2 (C): -0.560, atom 3 (N): 0.220, atom 4 (C): -0.962